Entry 1:
This record from OMol25 describes a 3-piece molecular cluster, C32H65BrFN4O11 overall. The level of theory is wB97M-V/def2-TZVPD.

Each line ends with the Löwdin charge.
Geometry (Å):
Br  4.0594  0.4857  -3.2747  0.854
F  -4.0374  0.4801  1.3085  -0.045
O  8.9779  -2.7889  2.1134  -0.127
O  3.9302  -2.2638  -1.1405  0.069
O  -9.7840  0.5079  5.4483  -0.200
O  -8.5785  -1.7031  3.6806  -0.125
O  7.5799  -4.2160  -0.2278  -0.194
O  -6.7518  0.7751  3.8339  -0.184
O  1.6762  -2.3930  -1.0801  -0.011
O  8.3459  -5.7356  2.7763  -0.199
O  2.0657  0.6509  -5.1827  0.050
O  0.5751  4.1628  -6.5902  0.186
O  0.7891  3.0458  -4.7471  -0.077
N  0.3477  3.1303  -6.1692  0.068
N  -1.7283  3.6320  -2.1429  0.042
N  -0.1132  1.3085  -3.3395  -0.096
N  1.8784  5.0330  1.3516  -0.008
C  -0.7360  0.2843  -4.2633  -0.082
C  8.1861  -4.5883  3.5908  -0.209
C  -3.0863  1.9909  -0.9852  -0.152
C  -3.8451  0.6660  -1.0265  -0.156
C  1.6861  -2.9666  -2.3962  -0.168
C  0.2616  -3.2064  -2.8276  -0.147
C  2.2733  0.7379  -3.9934  -0.758
C  2.7679  -0.8551  0.3998  0.032
C  7.8537  -3.3767  2.7494  -0.187
C  8.6957  -3.3446  -0.2643  -0.207
C  0.7825  5.7746  -1.9306  -0.190
C  -7.0908  -0.0102  2.7057  -0.214
C  -8.4918  -0.5647  2.8417  -0.182
C  1.2660  0.9908  -2.8969  -0.119
C  6.5437  -3.7905  -1.0867  -0.118
C  -0.2853  2.6931  -3.9408  -0.264
C  -5.3558  0.9069  3.9855  -0.109
C  -11.0984  1.0109  5.5450  -0.111
C  -9.7226  -0.8863  5.6984  -0.205
C  -8.4795  -1.4852  5.0823  -0.180
C  -0.5553  -1.9075  -2.8493  -0.183
C  -0.5294  3.8445  -2.9659  -0.241
C  0.6830  4.2600  -2.1172  -0.157
C  9.5220  -3.4748  0.9946  -0.181
C  1.4573  6.1576  0.5270  -0.273
C  2.8672  -1.8872  -0.6827  -0.532
C  -2.1838  2.2438  -2.1856  -0.316
C  9.1008  -6.7427  3.4122  -0.111
C  -0.2672  -1.1495  -4.1559  -0.153
C  -4.7947  0.5942  0.1598  -0.218
C  1.9102  6.1188  -0.9461  -0.183
C  -0.9588  1.3411  -2.0715  -0.042
H  1.0130  6.1951  -2.9078  0.117
H  -0.5530  0.6201  -5.2791  0.131
H  7.4769  -2.6033  3.4229  0.125
H  -11.0593  2.0769  5.3314  0.088
H  2.6430  5.3167  -1.0219  0.102
H  -4.4467  0.6263  -1.9313  0.127
H  2.2177  -2.2857  -3.0620  0.113
H  7.3639  -4.7740  4.2965  0.128
H  9.1866  -7.5782  2.7209  0.088
H  6.8830  -3.7726  -2.1303  0.092
H  -8.8032  -0.9182  1.8556  0.127
H  -4.8861  -0.0755  4.1128  0.094
H  -10.6067  -1.3860  5.2852  0.129
H  7.0636  -3.6039  2.0306  0.120
H  9.3162  -3.6108  -1.1314  0.129
H  -5.3615  1.5197  0.2136  0.121
H  -2.5408  2.1340  -0.0544  0.132
H  2.4161  7.0238  -1.2639  0.107
H  -9.6962  -1.0440  6.7851  0.130
H  -1.6156  -2.1427  -2.8301  0.122
H  -3.1527  -0.1691  -0.9520  0.109
H  -9.1928  0.2133  3.1494  0.125
H  1.9939  -0.1194  0.2095  0.071
H  9.7206  -4.5218  1.2290  0.123
H  -7.0440  0.6303  1.8128  0.112
H  -6.3822  -0.8411  2.5923  0.129
H  -0.7343  4.6949  -3.6150  0.152
H  -8.3451  -2.4797  5.5121  0.128
H  9.1046  -4.3919  4.1566  0.129
H  1.2185  0.0853  -2.2940  0.119
H  0.3791  6.2733  0.6072  0.102
H  -11.7553  0.5301  4.8110  0.089
H  -0.1874  -3.9423  -2.1692  0.126
H  10.1071  -6.3828  3.6556  0.089
H  -0.8029  -1.6828  -4.9380  0.139
H  -1.2510  0.3403  -1.7808  0.111
H  0.2749  -3.5971  -3.8424  0.127
H  -1.5874  3.9262  -1.1878  0.118
H  3.7256  -0.3643  0.4994  0.092
H  0.5827  3.8195  -1.1215  0.105
H  1.7421  4.1471  0.8920  0.041
H  -4.9186  1.4120  3.1258  0.066
H  2.2495  -3.8932  -2.4061  0.138
H  -7.5946  -0.8969  5.3305  0.122
H  1.6333  3.9174  -2.5198  0.114
H  -5.1669  1.5002  4.8784  0.092
H  -11.5051  0.8643  6.5517  0.090
H  -1.1645  2.6413  -4.5817  0.158
H  2.8381  5.1203  1.6417  0.067
H  -3.8217  2.7939  -1.0220  0.133
H  1.6594  1.7481  -2.2300  0.122
H  2.5740  -1.3810  1.3308  0.102
H  -0.1699  6.1944  -1.6140  0.117
H  6.1855  -2.8025  -0.7977  0.063
H  8.3614  -2.3047  -0.3683  0.126
H  -2.7711  2.0884  -3.0880  0.150
H  5.7232  -4.4987  -0.9926  0.087
H  -5.4657  -0.2492  0.0322  0.120
H  0.7769  -1.2886  -4.4171  0.101
H  1.8871  7.0475  0.9756  0.109
H  8.6074  -7.0879  4.3280  0.089
H  10.4830  -2.9909  0.8086  0.128
H  -0.3444  1.7293  -1.2675  0.142
H  -1.8131  0.3230  -4.1396  0.141
H  -0.2769  -1.3636  -1.9520  0.085

* HOMO: -10.374 eV
* charge: +1

Entry 2:
This record from OMol25 describes a 9-piece molecular cluster, C32H66F15N3O18PS5 overall. The level of theory is wB97M-V/def2-TZVPD.

Each line ends with the Löwdin charge.
Geometry (Å):
S  -1.0728  -1.5848  5.1465  0.468
S  -3.5520  -4.4779  -0.7763  0.497
S  4.4099  0.9879  -1.5038  0.511
S  0.1578  -0.6050  -5.1954  0.518
S  1.6425  -4.6955  -0.3120  0.475
P  -0.1169  3.8233  4.0137  1.063
F  3.8753  -0.4941  0.6018  0.133
F  1.3470  -1.9751  4.1245  0.133
F  1.0051  -3.0131  6.0021  0.134
F  4.8540  -1.5692  -1.0313  0.150
F  4.2434  -4.2573  -0.4116  0.114
F  -5.8652  -3.0978  -0.4583  0.086
F  6.0196  -0.2538  0.2704  0.137
F  3.6016  -6.2515  0.2605  0.113
F  1.3686  -0.8635  6.0381  0.106
F  3.5786  -5.7576  -1.8615  0.135
F  -4.1417  -1.8452  -0.7155  0.108
F  1.5998  -2.7010  -6.1253  0.142
F  -4.4535  -2.8635  1.1744  0.135
F  1.7255  -2.5212  -3.9792  0.124
F  2.7039  -1.0538  -5.1909  0.113
O  -1.0033  -1.4978  -5.1363  -0.324
O  2.5176  4.5341  -4.2014  0.160
O  -2.3829  -8.2778  -6.2517  -0.073
O  0.7850  -5.8067  -0.7729  -0.344
O  -1.4114  -2.2171  3.8865  -0.332
O  -1.7199  -2.1323  6.3207  -0.335
O  -1.3273  -0.1342  5.0605  -0.391
O  0.4136  0.0702  -6.4538  -0.315
O  -3.1365  -4.0258  -2.1336  -0.377
O  1.5503  -3.5351  -1.1616  -0.348
O  1.5283  -4.4503  1.1014  -0.294
O  4.6680  2.2584  -0.8204  -0.353
O  -0.2487  0.9467  -0.1904  0.109
O  -4.5020  -5.5872  -0.7507  -0.346
O  5.1997  0.7600  -2.6992  -0.327
O  2.9522  0.7974  -1.7292  -0.382
O  -2.4608  -4.7076  0.1625  -0.317
O  0.2982  0.2637  -4.0219  -0.362
N  -1.0974  -6.4112  -4.3940  -0.313
N  0.1516  -1.0255  -1.4310  0.103
N  1.3891  2.7235  -3.2134  0.084
C  -4.5429  -2.9688  -0.1442  -0.643
C  0.8387  -1.8740  5.3371  -0.655
C  -1.9612  2.3183  2.5356  -0.268
C  -0.7482  -6.5731  -5.8818  -0.094
C  -1.8358  5.7664  5.3297  -0.257
C  -0.6679  -4.9914  -4.1666  -0.029
C  0.3569  -0.9757  1.0830  0.044
C  -0.3384  5.6988  1.9319  -0.230
C  -3.2455  0.4298  1.2373  -0.088
C  1.0627  3.6837  -2.0468  0.026
C  1.1656  2.6134  4.5626  -0.223
C  -1.8595  7.1143  6.0954  -0.253
C  0.1796  6.1610  0.5597  -0.254
C  -1.7849  3.0412  3.8659  -0.223
C  3.4113  -5.2814  -0.6401  -0.671
C  -1.0319  -1.9527  -1.5762  0.015
C  1.4730  1.5528  3.4663  -0.242
C  -3.2367  1.5922  2.2011  -0.265
C  -2.5541  -6.5748  -4.0224  0.042
C  -1.0159  -7.9349  -6.5144  -0.212
C  2.3089  3.3681  -4.2030  -0.400
C  -0.2236  -7.2494  -3.5028  0.018
C  2.8424  0.8767  3.6156  -0.266
C  -0.7592  7.0791  -0.2398  -0.092
C  -3.2821  7.7463  6.1552  -0.092
C  1.6191  -1.8361  -5.1242  -0.650
C  -0.3809  5.2250  5.1591  -0.265
C  2.8626  2.4005  -5.2125  0.043
C  0.3669  4.4034  2.3766  -0.281
C  0.0850  -0.2061  -0.1832  -0.383
C  3.9499  1.6700  2.9968  -0.094
C  4.8327  -0.4669  -0.3010  -0.665
H  0.8296  -6.9974  -3.5440  0.114
H  -1.6312  2.9656  1.7124  0.087
H  -0.4358  -8.3033  -3.6932  0.104
H  2.1400  3.0917  4.7126  0.090
H  2.9597  2.9583  -6.1475  0.098
H  -4.0810  2.2532  1.9639  0.110
H  -4.2326  -0.0162  1.1614  0.074
H  -1.9081  -1.3151  -1.4743  0.098
H  0.3408  -6.5251  -5.8585  0.133
H  -0.7225  8.1225  0.0786  0.069
H  -1.4194  6.8405  7.0571  0.105
H  1.4354  -1.1481  1.1291  0.099
H  2.1812  1.6090  -5.5263  0.062
H  -0.6588  -4.7766  -3.0969  0.098
H  -2.5040  3.8594  3.8492  0.081
H  -1.9155  2.2908  4.6508  0.098
H  0.8904  2.1937  5.5296  0.103
H  2.6791  -0.1433  3.2717  0.096
H  0.3646  5.9433  4.8094  0.090
H  -2.2629  5.9888  4.3487  0.098
H  3.0384  0.7926  4.6907  0.109
H  1.3876  1.8954  2.4343  0.102
H  1.0295  -1.5582  -1.3087  0.132
H  0.1881  3.6085  1.6552  0.078
H  -0.3545  -8.7086  -6.1231  0.117
H  0.2759  -0.4437  -2.2681  0.107
H  -1.2032  -5.7656  -6.4459  0.142
H  3.8829  2.7256  3.2664  0.071
H  -3.4839  8.3089  5.2497  0.071
H  -1.1833  7.8333  5.6314  0.102
H  -2.6235  -8.9820  -6.8628  0.094
H  -3.6412  1.2594  3.1706  0.116
H  -1.1575  1.5779  2.4141  0.093
H  -2.6472  -7.6582  -4.0011  0.095
H  -0.4513  6.4980  2.6609  0.106
H  -1.0786  -2.5029  -2.5091  0.076
H  -0.0830  4.8781  6.1512  0.099
H  4.8933  1.1933  3.2636  0.085
H  -2.9066  0.9608  0.3410  0.073
H  3.8479  1.6177  1.9101  0.058
H  -2.4074  4.9813  5.8187  0.114
H  3.8707  2.1251  -4.9005  0.105
H  1.2084  6.5227  0.6314  0.115
H  0.2838  5.2420  -0.0241  0.075
H  0.5908  2.2351  -3.6391  0.145
H  1.9543  1.9513  -2.8290  0.095
H  -2.5653  -0.3935  1.4588  0.076
H  -1.0732  -2.6672  -0.7555  0.081
H  -1.7798  6.7475  -0.0351  0.071
H  -3.1400  -6.1946  -4.8525  0.114
H  -2.7369  -6.1306  -3.0547  0.080
H  -0.6497  -7.1293  -2.5055  0.108
H  0.2468  3.1871  -1.5164  0.077
H  1.4519  4.5544  2.4085  0.111
H  0.7427  0.7786  3.6921  0.075
H  -3.3264  8.3119  7.0852  0.067
H  -1.2613  -4.2255  -4.6707  0.108
H  -0.5959  7.0749  -1.3156  0.067
H  -4.0180  6.9565  6.3149  0.071
H  -0.0044  -1.9970  0.9145  0.093
H  0.3248  -4.7141  -4.5288  0.097
H  -0.8632  -7.7765  -7.5841  0.125
H  -0.1526  -0.6801  1.9961  0.074
H  0.5024  4.4581  -2.5629  0.096
H  1.9537  3.7377  -1.4335  0.108
H  -1.3150  5.2911  1.6426  0.106

* HOMO: -6.261 eV
* charge: -1

Table of strongest force on any atom (hartree/bohr), in record order: 0.0507; 0.0702
Table of gap between HOMO and LUMO (Eh), in record order: 0.24493; 0.27582